Entry 1:
Density functional theory data (wB97M-V/def2-TZVPD) for a structure of composition C42H102F9N6O12 at a distorted geometry.

Element x y z (Å)
C (-4.1200, 5.7871, -1.6775)
N (-3.4669, 4.5495, -1.0760)
C (-2.4500, 4.1623, -2.0969)
C (-2.8718, 4.9287, 0.2237)
C (-4.3729, 3.3155, -0.9513)
C (-5.2568, 3.3247, 0.3144)
O (-6.1162, 4.4596, 0.3710)
H (-5.1879, 5.7231, -1.4963)
H (-4.0163, 5.8790, -2.7284)
H (-3.6461, 6.5616, -1.0849)
H (-1.7244, 4.9519, -2.2734)
H (-2.8884, 3.8993, -3.0522)
H (-1.9642, 3.1957, -1.9196)
H (-3.6617, 5.2368, 0.8994)
H (-2.2035, 5.7602, 0.0692)
H (-2.2933, 4.0997, 0.5903)
H (-3.8506, 2.4198, -1.0372)
H (-5.0212, 3.4674, -1.7956)
H (-4.5490, 3.2188, 1.1094)
H (-5.8293, 2.3922, 0.3015)
H (-6.9688, 4.1110, 0.7644)
C (2.8621, -2.4049, -1.4003)
N (3.0404, -2.7831, 0.0219)
C (4.4909, -2.3933, 0.3692)
C (2.0923, -2.0069, 0.8541)
C (2.8998, -4.3175, 0.2136)
C (3.2616, -4.8685, 1.5642)
O (2.2453, -4.6537, 2.4441)
H (3.6353, -2.9754, -1.9199)
H (2.9560, -1.3329, -1.4867)
H (1.8207, -2.6643, -1.6873)
H (5.0571, -3.1445, -0.1799)
H (4.6478, -2.4812, 1.4349)
H (4.6595, -1.3848, 0.0108)
H (2.3617, -0.9438, 0.6897)
H (2.1936, -2.4517, 1.8415)
H (1.0819, -2.1092, 0.4163)
H (3.4869, -4.8490, -0.5047)
H (1.8508, -4.4502, -0.0355)
H (4.2673, -4.5115, 1.7755)
H (3.3868, -5.9335, 1.4862)
H (2.4573, -4.8482, 3.3628)
C (-4.9801, -1.0507, -1.9565)
N (-6.0133, -2.1212, -1.9764)
C (-6.8762, -1.9826, -3.0938)
C (-5.2718, -3.4068, -2.1308)
C (-6.7505, -2.2238, -0.6635)
C (-7.2446, -0.9603, -0.0180)
O (-8.1978, -0.3058, -0.8561)
H (-4.2396, -1.2265, -2.7477)
H (-4.5042, -1.0047, -0.9611)
H (-5.4344, -0.0249, -2.2023)
H (-6.2910, -1.9122, -4.0073)
H (-7.5464, -1.1180, -3.0402)
H (-7.4849, -2.8811, -3.1159)
H (-4.9972, -3.4584, -3.1899)
H (-6.0313, -4.1812, -1.9714)
H (-4.5433, -3.4480, -1.2720)
H (-6.1687, -2.7047, 0.0774)
H (-7.6045, -2.8206, -0.8128)
H (-6.4189, -0.3374, 0.1883)
H (-7.6592, -1.1635, 0.9692)
H (-9.0099, -0.1357, -0.3768)
C (9.2946, 4.1113, 4.7753)
N (8.6979, 4.1758, 3.3495)
C (9.3504, 5.2565, 2.6116)
C (9.0000, 2.8517, 2.7865)
C (7.2422, 4.4062, 3.5504)
C (6.6001, 4.7720, 2.2315)
O (6.7711, 3.8258, 1.2652)
H (10.3164, 3.7053, 4.7798)
H (8.7085, 3.5735, 5.5380)
H (9.4445, 5.1942, 5.1004)
H (9.0650, 5.1608, 1.5953)
H (10.4179, 5.0523, 2.6853)
H (9.0853, 6.2022, 2.9884)
H (8.5604, 2.7755, 1.7896)
H (8.5229, 2.1281, 3.4573)
H (10.0814, 2.6753, 2.8658)
H (7.1775, 5.2694, 4.2305)
H (6.7145, 3.6130, 4.0449)
H (7.0984, 5.6878, 1.9031)
H (5.5894, 5.0676, 2.4578)
H (5.5974, 3.3389, 1.0338)
C (-0.3872, 1.2287, -5.3746)
N (0.9852, 1.7355, -5.5686)
C (1.9450, 0.7809, -4.8978)
C (1.3437, 1.8620, -7.0087)
C (1.0418, 3.0782, -4.8887)
C (2.2713, 3.9596, -5.1768)
O (2.1208, 4.7121, -6.2966)
H (-0.6964, 1.1446, -4.3409)
H (-0.5310, 0.2639, -5.8799)
H (-1.1120, 1.8490, -5.9327)
H (2.9071, 1.3071, -4.7332)
H (2.0451, -0.0399, -5.5911)
H (1.5135, 0.3767, -3.9378)
H (0.7440, 2.6413, -7.5202)
H (1.2696, 0.8766, -7.4626)
H (2.3920, 2.2048, -7.1574)
H (1.0107, 2.8496, -3.8128)
H (0.1267, 3.5424, -5.1748)
H (3.2044, 3.3165, -5.2033)
H (2.3616, 4.5873, -4.3084)
H (2.5558, 5.5461, -6.1835)
C (-4.8018, -4.9940, 4.5308)
N (-4.3089, -6.2902, 3.8232)
C (-3.4108, -6.9168, 4.8209)
C (-5.3838, -7.2802, 3.6843)
C (-3.6052, -6.0207, 2.5451)
C (-4.5170, -5.5195, 1.4370)
O (-5.1538, -4.3019, 1.6404)
H (-5.4420, -5.3164, 5.3063)
H (-5.4134, -4.4750, 3.7395)
H (-3.8876, -4.5291, 4.9215)
H (-4.0072, -7.2622, 5.6531)
H (-2.7051, -6.2127, 5.1475)
H (-2.9474, -7.7718, 4.3419)
H (-6.2639, -6.7569, 3.2520)
H (-5.6617, -7.7985, 4.6266)
H (-5.0495, -8.0664, 3.0090)
H (-3.1804, -6.9489, 2.2148)
H (-2.8952, -5.2439, 2.7956)
H (-5.2851, -6.3553, 1.1505)
H (-3.7557, -5.3622, 0.6051)
H (-4.4801, -3.6443, 1.2971)
C (-2.7683, -1.8018, 1.3679)
O (-2.2937, -2.6027, 2.4715)
O (-3.6439, -2.4702, 0.6517)
C (-3.5160, -0.5502, 1.8546)
F (-4.4295, -0.9294, 2.7465)
F (-2.7481, 0.3989, 2.4936)
F (-4.0596, 0.2376, 0.8775)
C (-0.9348, -2.4501, 2.8095)
C (-0.8574, -2.0569, 4.2770)
H (-1.4846, -2.6850, 4.9664)
H (0.1541, -2.2065, 4.6895)
H (-1.1860, -1.0192, 4.4997)
H (-0.5161, -1.6754, 2.1593)
H (-0.4696, -3.3983, 2.5477)
H (-1.9298, -1.2802, 0.8646)
C (4.6971, 1.5921, 1.1747)
O (4.4618, 0.7043, 0.0729)
O (4.6179, 2.8633, 0.8813)
C (3.7721, 1.1349, 2.2699)
F (3.9493, -0.2068, 2.4875)
F (4.0508, 1.7668, 3.4117)
F (2.4896, 1.1958, 2.1649)
C (5.4401, 0.7841, -0.9962)
C (5.3502, 2.0051, -1.9032)
H (4.5302, 2.1259, -2.5810)
H (5.4135, 2.9436, -1.2702)
H (6.2005, 2.0790, -2.6089)
H (5.1422, -0.1757, -1.4813)
H (6.4182, 0.7480, -0.5264)
H (5.7627, 1.4140, 1.4714)
C (-0.8906, 0.2397, -1.7442)
O (0.5321, 0.0761, -1.4792)
O (-1.2210, 1.3065, -2.3934)
C (-1.0213, -1.1090, -2.5672)
F (-0.8341, -2.1878, -1.6966)
F (-2.2519, -1.2836, -3.0749)
F (-0.1958, -1.2153, -3.6231)
C (1.0862, 0.8617, -0.4508)
C (1.1204, 2.3535, -0.7118)
H (0.1221, 2.6084, -1.0389)
H (1.3190, 2.9489, 0.1503)
H (1.8347, 2.5980, -1.4068)
H (2.1869, 0.6184, -0.3710)
H (0.6821, 0.6410, 0.6127)
H (-1.4023, -0.0079, -0.7479)

Values from the calculation:
Gap between HOMO and LUMO (eV): 8.43
Charge: +3
Electronic energy (Eh): -3790.58195
LUMO (eV): -4.536
HOMO (hartree): -0.4766



Entry 2:
Density functional theory data (wB97M-V/def2-TZVPD) for a cluster of 6 separate species, C31H39N5O5 in total at a distorted geometry.

Element x y z (Å)
C (1.5852, -0.4301, -0.7799)
C (0.5719, 0.1680, -1.7550)
C (-0.0906, -0.8461, -2.7002)
C (-0.9142, -0.1095, -3.7621)
C (-0.8139, -1.8835, -1.9007)
C (-1.6774, -1.8020, -0.8771)
C (-2.4088, -0.6585, -0.2543)
C (-3.3952, -0.0070, -1.2352)
O (-4.7254, -0.3001, -0.7773)
C (-5.6766, 0.3563, -1.4768)
O (-6.4988, -0.1898, -2.1339)
C (-1.6001, -3.1264, -0.2107)
O (-1.5583, -3.2936, 0.9722)
O (-1.1355, -4.0772, -1.1190)
C (-0.7677, -3.3316, -2.2385)
O (-0.8004, -3.7641, -3.3508)
H (1.7204, 0.2476, 0.0631)
H (2.5698, -0.5611, -1.2260)
H (1.2861, -1.3893, -0.3573)
H (-0.1715, 0.7265, -1.1856)
H (1.1066, 0.8963, -2.3679)
H (0.7454, -1.3591, -3.1826)
H (-1.4573, 0.7207, -3.3143)
H (-0.2088, 0.3353, -4.4648)
H (-1.5668, -0.7799, -4.3143)
H (-1.7539, 0.0764, 0.2031)
H (-3.0538, -1.0955, 0.5083)
H (-3.2647, 1.0801, -1.2605)
H (-3.2769, -0.3811, -2.2497)
H (-5.6674, 1.4491, -1.3683)
N (2.4019, 4.1957, -0.3973)
C (3.6516, 3.8576, -0.8516)
C (4.1953, 2.9852, 0.0519)
C (3.2364, 2.7795, 1.0814)
C (2.1430, 3.5416, 0.7786)
H (1.7706, 4.8253, -0.8523)
H (4.0408, 4.2620, -1.7699)
H (5.1708, 2.5352, -0.0200)
H (3.3371, 2.1406, 1.9433)
H (1.2063, 3.6676, 1.2947)
N (-1.7203, 3.1026, 2.6591)
C (-2.6880, 2.1455, 2.8115)
C (-2.7421, 1.8099, 4.1362)
C (-1.7679, 2.5955, 4.8114)
C (-1.1559, 3.3837, 3.8749)
H (-1.4661, 3.5315, 1.7899)
H (-3.2529, 1.7898, 1.9665)
H (-3.4033, 1.0820, 4.5742)
H (-1.5441, 2.5822, 5.8644)
H (-0.3734, 4.1170, 3.9693)
N (1.0965, 5.1539, -3.7667)
C (1.4082, 3.8326, -3.5641)
C (1.3355, 3.2017, -4.7763)
C (0.9714, 4.1756, -5.7462)
C (0.8326, 5.3686, -5.0935)
H (1.0639, 5.8640, -3.0601)
H (1.6506, 3.4553, -2.5894)
H (1.5263, 2.1561, -4.9515)
H (0.8301, 4.0167, -6.8016)
H (0.5711, 6.3473, -5.4563)
N (-0.8239, -7.4710, 1.4239)
C (-0.4731, -8.7925, 1.4770)
C (-0.5133, -9.2862, 0.2007)
C (-0.9029, -8.2179, -0.6545)
C (-1.0855, -7.1114, 0.1311)
H (-0.8816, -6.8545, 2.2126)
H (-0.2254, -9.2652, 2.4115)
H (-0.2884, -10.2988, -0.0890)
H (-1.0326, -8.2575, -1.7228)
H (-1.3741, -6.1075, -0.1147)
N (3.4557, 0.9662, 5.3110)
C (2.3230, 0.9575, 4.5431)
C (1.8428, -0.3237, 4.5161)
C (2.7210, -1.1200, 5.3014)
C (3.7042, -0.2956, 5.7782)
H (4.0186, 1.7736, 5.5010)
H (1.9549, 1.8604, 4.0860)
H (0.9608, -0.6546, 3.9938)
H (2.6385, -2.1762, 5.4933)
H (4.5541, -0.4978, 6.4065)

Values from the calculation:
Gap between HOMO and LUMO (eV): 7.24
Charge: 0
Relative energy (zero: lowest compared OMol25 entry of this formula, charge and spin) (kcal/mol): 19.8
Electronic energy (Eh): -1854.56335
LUMO (eV): -0.600
HOMO (hartree): -0.2883



Entry 3:
Density functional theory data (wB97M-V/def2-TZVPD) for a cluster of 3 separate species, C22H45N7O4P2 in total at a distorted geometry.

Element x y z (Å)
C (-0.5465, -0.2455, 1.7681)
C (0.8640, 0.3308, 2.1569)
C (1.8566, -0.4650, 2.8988)
C (3.1582, 0.1211, 3.2641)
C (3.4243, 1.5109, 2.8826)
C (4.7811, 2.1977, 3.2832)
C (2.4483, 2.3016, 2.1627)
C (1.1506, 1.7037, 1.7850)
C (0.3138, 2.7863, 1.0299)
O (-0.8363, 2.7464, 0.7086)
N (1.2491, 3.8669, 0.8391)
C (2.4524, 3.7887, 1.6727)
O (3.1959, 4.6870, 1.9203)
H (-0.6016, -1.3415, 1.9781)
H (-1.2657, 0.2428, 2.4861)
H (-0.8015, -0.0405, 0.7006)
H (1.6601, -1.5120, 3.2224)
H (3.8916, -0.4921, 3.8293)
H (5.4476, 1.4675, 3.8210)
H (5.2860, 2.6575, 2.3995)
H (4.5145, 2.9883, 4.0322)
H (1.6448, 3.7176, -0.1056)
O (3.1327, 2.9213, -2.4349)
P (3.6935, 1.9584, -3.4800)
N (3.8772, 0.7083, -2.3231)
C (5.0382, -0.1134, -2.0455)
C (2.6405, 0.1477, -1.7903)
N (5.1797, 2.8109, -3.6612)
C (6.5084, 2.2571, -3.4831)
C (5.2042, 4.2155, -3.2617)
N (4.2329, 0.8920, -4.7838)
C (4.2841, 1.6122, -6.0850)
C (3.3737, -0.2846, -5.0352)
H (5.4273, -0.6345, -2.9282)
H (4.8233, -0.8854, -1.3033)
H (5.8390, 0.4800, -1.6004)
H (2.1716, -0.5495, -2.4970)
H (1.9069, 0.9307, -1.5813)
H (2.7984, -0.3834, -0.8492)
H (6.8078, 2.2473, -2.4299)
H (7.2467, 2.8547, -4.0290)
H (6.6001, 1.2505, -3.8922)
H (5.2799, 4.3294, -2.1744)
H (4.3130, 4.7383, -3.6082)
H (6.0476, 4.7427, -3.7185)
H (3.2963, 1.9831, -6.3735)
H (4.6558, 0.9535, -6.8738)
H (4.9647, 2.4615, -6.0578)
H (2.3233, -0.0002, -5.1462)
H (3.4518, -1.0226, -4.2376)
H (3.6870, -0.8091, -5.9401)
O (-3.6592, -2.2189, 1.4258)
P (-5.0199, -2.2655, 2.1257)
N (-5.3288, -3.8827, 1.6134)
C (-6.5124, -4.4084, 0.9625)
C (-4.4897, -4.9231, 2.1997)
N (-5.7496, -1.1700, 1.0108)
C (-6.9357, -1.4237, 0.2156)
C (-4.8641, -0.2888, 0.2538)
N (-6.5467, -2.2339, 3.0200)
C (-6.7752, -0.9064, 3.6525)
C (-6.6497, -3.2035, 4.1311)
H (-7.4395, -4.2114, 1.5137)
H (-6.4583, -5.4913, 0.8305)
H (-6.6094, -4.0130, -0.0498)
H (-4.7905, -5.1627, 3.2282)
H (-3.4459, -4.6011, 2.2399)
H (-4.5064, -5.8463, 1.6173)
H (-6.7014, -1.9751, -0.7011)
H (-7.4055, -0.4792, -0.0803)
H (-7.7049, -1.9607, 0.7713)
H (-4.3867, -0.8112, -0.5831)
H (-4.0884, 0.1328, 0.8927)
H (-5.4093, 0.5708, -0.1482)
H (-5.9865, -0.6674, 4.3720)
H (-7.7383, -0.8878, 4.1686)
H (-6.8123, -0.1028, 2.9189)
H (-5.7832, -3.1475, 4.7966)
H (-6.7451, -4.2269, 3.7698)
H (-7.5507, -3.0249, 4.7214)

Values from the calculation:
Gap between HOMO and LUMO (eV): 7.32
Charge: 0
Electronic energy (Eh): -2232.04193
LUMO (eV): -0.730
HOMO (hartree): -0.2959



Entry 4:
Density functional theory data (wB97M-V/def2-TZVPD) for a cluster of 2 separate species, C2H5NO in total at a distorted geometry.

Element x y z (Å)
O (-1.1705, 1.8693, 0.1990)
C (-0.5945, 0.7447, -0.0597)
C (-1.2909, -0.3416, -0.6959)
N (1.6229, -0.2952, 0.6167)
H (0.4746, 0.6040, 0.1525)
H (-2.3562, -0.1746, -1.0164)
H (-0.6442, -1.1678, -1.0366)
H (1.4717, -0.6312, 1.5446)
H (2.4872, -0.6075, 0.2958)

Values from the calculation:
Gap between HOMO and LUMO (eV): 5.25
Charge: 0
Relative energy (zero: lowest compared OMol25 entry of this formula, charge and spin) (kcal/mol): 178.1
Electronic energy (Eh): -208.93846
LUMO (eV): -3.603
HOMO (hartree): -0.3255



Entry 5:
Density functional theory data (wB97M-V/def2-TZVPD) for a cluster of 2 separate species, C4H10O2 in total.

Element x y z (Å)
C (-1.9763, 0.3538, -1.6312)
O (-1.6929, 0.6342, -0.2707)
C (-0.3015, -0.7184, 0.5022)
C (0.8560, 0.0714, 0.9502)
C (2.1979, -0.6500, 0.8958)
O (0.6921, 0.9733, -0.0891)
H (-1.0647, 0.0608, -2.1676)
H (-2.7047, -0.4610, -1.6757)
H (-2.4039, 1.2357, -2.1242)
H (-0.1584, -1.3030, -0.4016)
H (-1.1596, -0.9569, 1.1197)
H (0.6994, 0.4974, 1.9589)
H (2.9905, 0.0952, 1.0254)
H (2.3236, -1.1040, -0.0928)
H (2.3040, -1.4185, 1.6714)
H (-0.8011, 1.1420, -0.2423)

Values from the calculation:
Gap between HOMO and LUMO (spin up / spin down) (eV): 8.69 / 8.69
Charge: 0
Relative energy (zero: lowest compared OMol25 entry of this formula, charge and spin) (kcal/mol): 99.7
Electronic energy (Eh): -308.73935
LUMO (spin up / spin down) (eV): -0.210 / -0.210
HOMO (spin up / spin down) (hartree): -0.3270 / -0.3270